(1)
C34H58N5O4P3SV as an isolated structure in a non-equilibrium geometry, computed with ωB97M-V with the def2-TZVPD basis set.

Summary:
HOMO energy (spin up / spin down), eV: -12.49 / -12.49
Frontier orbital gap (spin up / spin down), eV: 5.251 / 5.163
Net charge: +2
⟨S²⟩: 0.7613
Multiplicity: 2
Max |F|, eV/Å: 5.59
E_LUMO (spin up / spin down), eV: -7.237 / -7.325

Last column: Löwdin spin population.
Positions of all 106 atoms, in Å:
V1 0.19 1.01 -2.43  0.9565
O1 -2.38 -1.49 -1.61  -0.0005
C1 -1.85 -0.41 -1.62  0.0004
O2 -0.57 -0.17 -1.49  -0.0266
C2 -2.55 0.89 -1.95  0.0146
C3 -3.83 1.37 -1.77  -0.0041
C4 -4.10 2.67 -2.21  0.0199
C5 -3.10 3.44 -2.80  -0.0037
C6 -1.84 2.87 -2.93  0.0136
N1 -1.61 1.63 -2.51  -0.0065
C7 -0.49 3.44 -3.32  0.0000
O3 -0.27 4.61 -3.49  0.0026
O4 0.38 2.48 -3.29  -0.0188
H1 -4.60 0.77 -1.31  -0.0005
H2 -5.08 3.10 -2.06  0.0010
H3 -3.28 4.45 -3.13  -0.0005
C8 1.77 5.32 0.50  -0.0001
C9 2.45 4.35 -0.37  0.0003
N2 3.66 4.42 -0.82  0.0018
N3 3.87 3.31 -1.55  0.0031
C10 2.78 2.52 -1.58  0.0007
S1 2.59 1.00 -2.25  0.0162
N4 1.86 3.18 -0.82  0.0029
N5 0.58 2.69 -0.57  -0.0017
H4 2.50 6.05 0.84  0.0000
H5 1.33 4.83 1.37  0.0000
H6 0.99 5.84 -0.04  0.0000
H7 4.75 3.16 -2.03  0.0001
H8 -0.08 3.47 -0.54  0.0003
H9 0.55 2.18 0.33  0.0001
C11 1.27 0.09 -5.59  -0.0002
P1 -0.01 -0.29 -4.37  -0.0046
C12 -1.55 -0.02 -5.29  0.0027
C13 0.04 -2.12 -4.17  -0.0028
C14 1.46 -2.67 -4.00  0.0001
P2 2.32 -1.92 -2.52  0.0241
C15 2.55 -3.40 -1.46  0.0059
C16 4.03 -1.77 -3.16  0.0037
H10 1.22 -0.63 -6.42  -0.0003
H11 2.26 0.06 -5.13  -0.0004
H12 1.10 1.10 -5.98  0.0000
H13 -1.45 -0.49 -6.28  -0.0004
H14 -1.72 1.05 -5.42  -0.0001
H15 -2.41 -0.47 -4.78  0.0001
H16 -0.43 -2.54 -5.06  -0.0007
H17 -0.57 -2.39 -3.30  -0.0001
H18 2.06 -2.44 -4.89  0.0000
H19 1.42 -3.75 -3.88  0.0003
H20 3.18 -4.13 -1.96  0.0010
H21 1.59 -3.85 -1.21  0.0000
H22 3.04 -3.08 -0.54  0.0000
H23 4.32 -2.67 -3.69  0.0010
H24 4.70 -1.61 -2.31  0.0000
H25 4.13 -0.91 -3.83  0.0004
C17 2.84 -1.30 5.08  0.0000
C18 2.57 -2.43 4.08  0.0000
C19 1.85 -1.90 2.83  0.0000
C20 0.90 -0.75 3.19  -0.0002
C21 1.71 0.46 3.67  0.0000
C22 3.02 0.02 4.33  0.0000
P3 -0.16 -0.40 1.68  -0.0005
C23 -1.24 -1.91 1.38  0.0001
C24 -1.77 -2.65 2.64  0.0000
C25 -1.38 -4.12 2.66  0.0000
C26 -1.88 -4.84 1.41  0.0000
C27 -1.60 -4.04 0.13  0.0000
C28 -0.61 -2.91 0.41  -0.0002
C29 -1.46 0.91 2.11  0.0001
C30 -0.91 2.22 2.67  0.0000
C31 -1.95 3.33 2.46  0.0000
C32 -3.38 2.80 2.64  0.0000
C33 -3.37 1.62 3.60  0.0000
C34 -2.59 0.43 3.03  0.0000
H26 3.75 -1.52 5.65  0.0000
H27 2.03 -1.21 5.79  0.0000
H28 1.97 -3.20 4.57  0.0000
H29 3.51 -2.89 3.77  0.0000
H30 1.30 -2.72 2.38  0.0000
H31 2.57 -1.54 2.10  0.0000
H32 0.22 -1.08 3.98  0.0000
H33 1.12 1.03 4.38  0.0000
H34 1.95 1.12 2.83  0.0000
H35 3.36 0.80 5.02  0.0000
H36 3.80 -0.11 3.58  0.0000
H37 -2.10 -1.48 0.85  0.0000
H38 -2.86 -2.59 2.63  0.0000
H39 -1.43 -2.18 3.56  0.0000
H40 -1.82 -4.57 3.55  0.0000
H41 -0.30 -4.22 2.75  0.0000
H42 -2.95 -5.02 1.50  0.0000
H43 -1.40 -5.82 1.36  0.0000
H44 -2.52 -3.60 -0.26  0.0000
H45 -1.19 -4.69 -0.65  0.0000
H46 -0.35 -2.39 -0.52  0.0000
H47 0.31 -3.33 0.81  0.0000
H48 -1.89 1.12 1.12  0.0001
H49 0.04 2.51 2.21  0.0000
H50 -0.71 2.10 3.74  0.0000
H51 -1.85 3.76 1.46  0.0000
H52 -1.76 4.14 3.17  0.0000
H53 -3.79 2.48 1.68  0.0000
H54 -4.02 3.59 3.02  0.0000
H55 -4.39 1.29 3.82  0.0000
H56 -2.93 1.94 4.55  0.0000
H57 -3.27 -0.21 2.45  0.0000
H58 -2.21 -0.17 3.86  0.0000

(2)
A 12-piece molecular cluster, C6H35NO11 overall in a non-equilibrium geometry, computed with ωB97M-V with the def2-TZVPD basis set.

Summary:
HOMO energy, eV: -9.21
Frontier orbital gap, eV: 8.985
Max |F|, eV/Å: 2.57
SMILES: C=CCCCCN.O.O.O.O.O.O.O.O.O.O.O
E_LUMO, eV: -0.227

Last column: natural (NBO) charge in e.
Positions of all 53 atoms, in Å:
C1 0.24 3.38 -0.39  -0.4293
C2 -0.99 3.01 -0.05  -0.1792
C3 -1.36 1.97 0.96  -0.4436
C4 -0.25 1.67 1.97  -0.4147
C5 0.72 0.61 1.44  -0.4404
C6 0.22 -0.84 1.64  -0.2161
N1 0.40 -1.25 3.04  -0.8576
H1 0.46 4.14 -1.06  0.1989
H2 1.13 2.98 0.02  0.2196
H3 -1.90 3.48 -0.58  0.1867
H4 -2.29 2.32 1.51  0.2121
H5 -1.65 1.06 0.43  0.2067
H6 -0.67 1.28 2.92  0.2141
H7 0.25 2.57 2.21  0.2115
H8 0.97 0.77 0.39  0.2152
H9 1.72 0.70 1.98  0.2280
H10 -0.85 -0.92 1.24  0.1479
H11 0.81 -1.53 1.01  0.1852
H12 -0.18 -0.68 3.57  0.3808
H13 0.14 -2.23 3.15  0.3673
O1 2.46 -2.44 -0.57  -0.9827
H14 3.01 -3.22 -0.66  0.4874
H15 2.89 -1.76 -1.07  0.5128
O2 3.09 1.64 -0.68  -0.9958
H16 3.36 1.36 0.19  0.4705
H17 3.16 0.85 -1.28  0.4939
O3 1.08 -0.86 -3.56  -0.9893
H18 0.62 -1.49 -3.00  0.4910
H19 0.48 -0.06 -3.48  0.5106
O4 3.31 -1.01 2.53  -0.9811
H20 3.11 -1.40 1.67  0.4658
H21 2.45 -0.97 3.01  0.4973
O5 0.01 -2.42 -1.65  -1.0034
H22 -0.18 -3.35 -1.85  0.4977
H23 0.82 -2.42 -1.09  0.5291
O6 -2.38 -0.87 3.45  -0.9854
H24 -3.18 -0.73 3.88  0.4607
H25 -2.66 -0.96 2.53  0.4991
O7 -4.05 0.97 -0.68  -0.9775
H26 -3.97 1.93 -0.53  0.4855
H27 -3.22 0.64 -1.12  0.4945
O8 -3.34 -1.07 0.91  -0.9927
H28 -2.66 -1.03 0.20  0.4854
H29 -3.96 -0.36 0.67  0.5059
O9 3.31 -0.52 -2.24  -1.0277
H30 4.04 -0.48 -2.83  0.4901
H31 2.42 -0.55 -2.81  0.5192
O10 -2.05 -0.71 -1.45  -1.0042
H32 -1.29 -1.32 -1.37  0.5301
H33 -2.64 -1.22 -2.07  0.5028
O11 -0.65 1.08 -2.90  -0.9717
H34 -1.22 0.55 -2.35  0.4905
H35 -0.23 1.74 -2.37  0.4982

(3)
C4H5CoLiO5 as an isolated structure in a non-equilibrium geometry, computed with ωB97M-V with the def2-TZVPD basis set.

Summary:
HOMO energy (spin up / spin down), eV: -20.61 / -21.40
Frontier orbital gap (spin up / spin down), eV: 6.549 / 5.572
Net charge: +3
⟨S²⟩: 6.0088
Multiplicity: 5
Max |F|, eV/Å: 6.37
E_LUMO (spin up / spin down), eV: -14.060 / -15.833

Last column: natural (NBO) charge in e.
Positions of all 16 atoms, in Å:
O1 0.67 -1.93 -2.55  -0.8381
C1 -0.04 -1.92 -1.49  0.9899
O2 -0.62 -2.91 -1.08  -0.6215
O3 0.10 -0.78 -0.75  -0.5130
C2 0.21 0.41 1.30  -0.0341
C3 -0.14 -0.84 0.59  -0.1524
Li1 -0.18 -4.17 -2.49  0.9859
H1 0.01 0.36 2.38  0.2846
H2 1.28 0.60 1.19  0.2217
H3 -1.23 -0.30 0.97  0.2738
H4 0.27 -1.74 1.06  0.2996
Co1 1.67 -0.68 -3.35  1.6603
O4 -0.31 1.95 0.68  -0.4860
C4 -0.39 3.00 1.30  0.9077
O5 -0.75 4.11 0.82  -0.5549
H5 -0.58 4.87 1.41  0.5766

(4)
A 2-piece molecular cluster, C10H16O overall in a non-equilibrium geometry, computed with ωB97M-V with the def2-TZVPD basis set.

Summary:
HOMO energy (spin up / spin down), eV: 0.71 / -3.38
Frontier orbital gap (spin up / spin down), eV: 2.786 / 6.852
Net charge: -1
⟨S²⟩: 0.7620
Multiplicity: 2
Max |F|, eV/Å: 1.62
E_LUMO (spin up / spin down), eV: 3.500 / 3.468

Last column: natural (NBO) charge in e.
Positions of all 27 atoms, in Å:
C1 2.65 -0.42 -0.28  -0.6020
C2 3.85 0.00 -1.16  -0.6087
H1 2.73 -1.44 0.11  0.1945
H2 2.75 0.20 0.61  0.2068
H3 1.75 -0.20 -0.84  0.2161
H4 4.70 0.20 -0.50  0.1862
H5 3.59 0.88 -1.74  0.2031
H6 4.21 -0.85 -1.74  0.1885
C3 -0.62 -0.58 -1.48  -0.4114
C4 -0.70 -2.08 -1.21  -0.6098
C5 -1.08 0.18 -0.24  -0.0302
C6 -0.71 -0.18 1.05  -0.3702
C7 -1.99 1.22 -0.41  -0.3580
C8 -1.32 0.47 2.19  -0.4632
C9 -2.50 1.98 0.70  -0.4220
C10 -2.22 1.50 1.97  0.2902
O1 -2.74 2.20 3.06  -0.7187
H7 0.43 -0.32 -1.63  0.1768
H8 -1.19 -0.24 -2.35  0.1941
H9 0.11 -2.41 -0.57  0.1991
H10 -0.01 -1.00 1.22  0.1726
H11 -2.46 1.33 -1.39  0.1653
H12 -1.09 0.08 3.18  0.1700
H13 -2.99 2.93 0.51  0.1849
H14 -2.72 1.60 3.81  0.4563
H15 -0.77 -2.70 -2.11  0.1816
H16 -1.67 -2.33 -0.76  0.2082